1.
Here is C34H27CaCl7N3O2S as an isolated structure from the Open Molecules 2025 dataset. Energies are from ωB97M-V/def2-TZVPD.

The energy above the lowest of the compared OMol25 structures with the same formula, charge and spin comes out at 0.561 eV. As for the HOMO-LUMO gap: 7.47 eV. Its strongest force on any atom is 0.46 eV/Å. The value obtained for the highest occupied orbital energy is -0.1937 Eh. As for the charge: -1.

CARTESIAN COORDINATES (ANGSTROEM)
Ca (-1.381, -1.331, 0.408)
Cl (-1.307, -2.692, -3.180)
C (-0.352, -3.692, -2.089)
C (-0.652, -3.601, -0.744)
C (0.052, -4.484, 0.052)
Cl (-0.380, -4.573, 1.765)
C (1.055, -5.335, -0.407)
Cl (1.927, -6.378, 0.657)
C (1.360, -5.325, -1.768)
Cl (2.618, -6.332, -2.384)
C (0.635, -4.502, -2.628)
Cl (0.991, -4.493, -4.324)
C (-1.375, 1.434, 2.683)
N (-2.288, 0.824, 1.724)
C (-3.472, 0.346, 2.427)
C (-2.654, 1.788, 0.682)
C (-3.490, 1.176, -0.427)
C (-4.451, 1.976, -1.036)
C (-5.241, 1.467, -2.058)
C (-5.053, 0.151, -2.450)
C (-4.067, -0.619, -1.839)
C (-3.243, -0.158, -0.803)
H (-1.846, 2.297, 3.182)
H (-0.481, 1.787, 2.169)
H (-1.066, 0.699, 3.424)
H (-3.992, 1.173, 2.937)
H (-3.170, -0.386, 3.179)
H (-4.165, -0.116, 1.724)
H (-1.718, 2.186, 0.272)
H (-3.186, 2.645, 1.135)
H (-4.594, 3.000, -0.701)
H (-6.001, 2.084, -2.523)
H (-5.675, -0.279, -3.230)
H (-3.951, -1.639, -2.197)
Cl (1.693, 3.534, 1.792)
C (2.871, 3.417, 3.057)
C (3.288, 4.604, 3.641)
C (4.129, 4.582, 4.738)
C (4.551, 3.368, 5.254)
C (4.158, 2.194, 4.641)
Cl (4.726, 0.691, 5.298)
C (3.326, 2.166, 3.511)
N (2.970, 0.938, 2.967)
C (3.060, 0.569, 1.626)
C (3.715, 1.360, 0.684)
C (3.762, 0.975, -0.646)
C (3.184, -0.210, -1.060)
C (2.593, -1.034, -0.112)
C (2.536, -0.682, 1.230)
C (2.018, -1.665, 2.246)
C (0.741, -1.224, 2.988)
O (0.847, -0.730, 4.119)
O (-0.346, -1.404, 2.355)
H (2.913, 5.536, 3.241)
H (4.443, 5.509, 5.198)
H (5.197, 3.315, 6.119)
H (2.508, 0.293, 3.610)
H (4.175, 2.289, 0.990)
H (4.253, 1.619, -1.366)
H (3.187, -0.498, -2.101)
H (2.185, -1.996, -0.413)
H (2.795, -1.854, 2.994)
H (1.815, -2.610, 1.741)
S (0.505, 0.852, -3.037)
C (-0.560, 0.324, -4.201)
N (-0.123, -0.436, -5.248)
C (-0.914, -0.963, -6.216)
C (-2.244, -0.710, -6.221)
C (-2.768, 0.098, -5.178)
C (-1.962, 0.603, -4.210)
H (0.856, -0.680, -5.216)
H (-0.410, -1.587, -6.939)
H (-2.875, -1.135, -6.987)
H (-3.830, 0.301, -5.131)
H (-2.353, 1.186, -3.389)

Löwdin population analysis, charges in e, atoms 1 to 5: 1.34, 0.69, -0.71, -0.25, -0.72

2.
Here is C34H27GeN3NiO2Se as an isolated structure in a non-equilibrium geometry from the Open Molecules 2025 dataset. Energies are from ωB97M-V/def2-TZVPD.

As for the HOMO-LUMO gap (spin up / spin down): 6.23 / 6.48 eV. Its strongest force on any atom is 2.18 eV/Å. The value obtained for the highest occupied orbital energy (spin up / spin down) is -0.1518 / -0.1698 Eh. As for the charge: -1. Its spin multiplicity is 4.

CARTESIAN COORDINATES (ANGSTROEM)
Ni (1.244, 0.198, 1.414)
C (-3.991, -3.408, -5.110)
O (-2.665, -3.484, -4.666)
C (-2.390, -4.201, -3.531)
C (-1.051, -4.196, -3.136)
C (-0.651, -4.845, -1.997)
C (-1.579, -5.545, -1.209)
C (-2.905, -5.590, -1.639)
C (-3.312, -4.919, -2.778)
N (-1.196, -6.319, -0.127)
N (-0.247, -6.028, 0.631)
C (0.338, -4.802, 0.733)
C (1.729, -4.778, 0.897)
C (2.451, -3.612, 0.872)
C (1.824, -2.352, 0.779)
O (2.462, -1.251, 0.787)
C (0.373, -2.355, 0.745)
N (-0.220, -1.143, 0.819)
C (-1.535, -1.063, 0.851)
C (-2.345, -2.194, 0.890)
C (-1.765, -3.441, 0.853)
C (-0.371, -3.557, 0.727)
H (-3.968, -2.772, -5.995)
H (-4.642, -2.957, -4.354)
H (-4.382, -4.395, -5.384)
H (-0.345, -3.655, -3.749)
H (0.394, -4.832, -1.720)
H (-3.621, -6.144, -1.051)
H (-4.351, -4.968, -3.069)
H (2.234, -5.730, 0.960)
H (3.528, -3.631, 0.943)
H (-1.962, -0.069, 0.872)
H (-3.415, -2.086, 0.977)
H (-2.377, -4.324, 0.962)
Se (1.191, 0.161, 3.555)
C (-1.848, 4.038, 4.309)
C (-2.304, 3.227, 3.283)
C (-1.440, 2.851, 2.273)
C (-0.115, 3.276, 2.252)
C (0.329, 4.076, 3.295)
C (-0.528, 4.458, 4.313)
Ge (1.106, 2.431, 0.909)
C (0.498, 3.185, -0.848)
C (1.153, 2.785, -2.007)
C (0.732, 3.205, -3.256)
C (-0.376, 4.031, -3.368)
C (-1.043, 4.437, -2.224)
C (-0.606, 4.018, -0.978)
C (2.912, 3.227, 1.244)
C (3.580, 4.045, 0.343)
C (4.882, 4.450, 0.587)
C (5.537, 4.041, 1.737)
C (4.884, 3.220, 2.642)
C (3.589, 2.812, 2.386)
H (-2.517, 4.330, 5.110)
H (-3.329, 2.875, 3.286)
H (-1.792, 2.198, 1.481)
H (1.364, 4.391, 3.316)
H (-0.163, 5.074, 5.125)
H (2.009, 2.127, -1.925)
H (1.258, 2.881, -4.147)
H (-0.721, 4.350, -4.345)
H (-1.911, 5.081, -2.308)
H (-1.132, 4.345, -0.090)
H (3.076, 4.365, -0.561)
H (5.394, 5.083, -0.128)
H (6.558, 4.353, 1.923)
H (5.391, 2.884, 3.537)
H (3.095, 2.140, 3.080)

Löwdin population analysis, charges in e, atoms 1 to 5: -0.02, -0.10, -0.09, -0.27, 0.01

3.
Here is C34H27MoN10O9S4 as an isolated structure from the Open Molecules 2025 dataset. Energies are from ωB97M-V/def2-TZVPD.

The energy above the lowest of the compared OMol25 structures with the same formula, charge and spin comes out at 0.463 eV. As for the HOMO-LUMO gap (spin up / spin down): 5.42 / 5.96 eV. Its strongest force on any atom is 0.86 eV/Å. The value obtained for the highest occupied orbital energy (spin up / spin down) is -0.1433 / -0.1657 Eh. As for the charge: -1. Its spin multiplicity is 3.

CARTESIAN COORDINATES (ANGSTROEM)
Mo (0.413, 0.056, 0.110)
C (1.707, 5.044, -5.054)
C (1.349, 3.825, -4.245)
C (0.949, 2.637, -4.838)
C (0.643, 1.535, -4.071)
C (0.735, 1.513, -2.663)
N (0.533, 0.348, -1.953)
C (0.333, -0.869, -2.643)
C (1.253, -1.351, -3.575)
C (1.079, -2.571, -4.205)
C (-0.021, -3.371, -3.913)
C (-0.207, -4.717, -4.560)
C (-0.942, -2.902, -2.987)
C (-0.789, -1.664, -2.379)
N (-1.830, -1.203, -1.525)
C (-3.144, -1.509, -1.599)
C (-3.801, -0.797, -0.628)
C (-2.802, -0.056, 0.016)
N (-1.623, -0.307, -0.534)
C (0.998, 2.772, -2.065)
C (1.328, 3.866, -2.863)
N (0.840, 3.053, -0.655)
C (0.983, 4.269, -0.066)
C (0.440, 4.210, 1.189)
C (-0.027, 2.900, 1.314)
N (0.238, 2.207, 0.216)
H (2.062, 4.762, -6.046)
H (2.493, 5.625, -4.569)
H (0.844, 5.702, -5.187)
H (0.872, 2.568, -5.918)
H (0.315, 0.637, -4.571)
H (2.125, -0.751, -3.805)
H (1.820, -2.915, -4.917)
H (0.457, -4.832, -5.416)
H (-1.234, -4.852, -4.904)
H (0.013, -5.523, -3.857)
H (-1.786, -3.523, -2.714)
H (-3.518, -2.179, -2.353)
H (-4.852, -0.806, -0.405)
H (-2.884, 0.659, 0.824)
H (1.555, 4.813, -2.398)
H (1.447, 5.098, -0.563)
H (0.364, 5.006, 1.908)
H (-0.548, 2.427, 2.134)
S (-3.464, 3.427, 1.631)
S (-4.207, 2.632, 3.283)
S (-3.262, 0.977, 3.838)
S (-2.271, -1.849, 2.576)
C (0.664, 0.044, 4.445)
O (1.439, -0.020, 3.212)
C (0.752, -0.073, 2.098)
O (-0.507, -0.103, 2.072)
H (1.400, 0.123, 5.239)
H (0.061, -0.853, 4.549)
H (0.010, 0.914, 4.425)
O (1.587, -7.118, 3.648)
N (0.555, -6.504, 3.434)
O (-0.519, -6.779, 3.940)
C (0.605, -5.371, 2.518)
C (1.780, -5.082, 1.877)
C (1.828, -4.012, 0.997)
C (0.718, -3.130, 0.775)
O (0.770, -2.098, 0.044)
C (-0.490, -3.525, 1.474)
C (-0.542, -4.601, 2.314)
N (-1.625, -2.707, 1.201)
O (-2.864, -3.215, 1.816)
O (-1.659, -2.265, 3.817)
N (3.117, -3.808, 0.342)
O (4.071, -4.460, 0.739)
O (3.198, -3.020, -0.584)
H (2.660, -5.682, 2.042)
H (-1.463, -4.854, 2.815)
N (5.882, -1.229, -3.095)
C (5.351, -0.799, -2.172)
C (4.693, -0.202, -1.040)
C (5.413, 0.442, -0.045)
C (4.706, 1.057, 0.974)
C (3.326, 1.006, 0.959)
N (2.631, 0.345, 0.023)
C (3.307, -0.252, -0.956)
H (6.494, 0.450, -0.070)
H (5.211, 1.580, 1.773)
H (2.745, 1.512, 1.717)
H (2.735, -0.819, -1.672)

Löwdin population analysis, charges in e, atoms 1 to 5: 1.54, -0.06, -0.29, -0.05, -0.02

4.
Here is C34H28BCsF4N4O3S4 as an isolated structure in a non-equilibrium geometry from the Open Molecules 2025 dataset. Energies are from ωB97M-V/def2-TZVPD.

The energy above the lowest of the compared OMol25 structures with the same formula, charge and spin comes out at 2.245 eV. As for the HOMO-LUMO gap: 5.47 eV. Its strongest force on any atom is 1.57 eV/Å. The value obtained for the highest occupied orbital energy is -0.0746 Eh. As for the charge: -2.

CARTESIAN COORDINATES (ANGSTROEM)
Cs (-1.943, 0.602, -2.144)
S (-0.716, 4.254, 1.597)
C (-2.003, 3.411, 2.347)
C (-2.173, 2.175, 1.795)
C (-1.278, 1.809, 0.727)
C (-0.427, 2.872, 0.526)
C (0.664, 2.981, -0.451)
C (1.443, 4.147, -0.562)
C (2.459, 4.205, -1.488)
C (2.701, 3.103, -2.299)
C (1.889, 2.000, -2.125)
N (0.907, 1.924, -1.232)
H (-2.567, 3.872, 3.145)
H (-2.960, 1.519, 2.156)
H (1.233, 4.999, 0.070)
H (3.050, 5.108, -1.590)
H (3.469, 3.106, -3.060)
H (2.025, 1.118, -2.745)
S (-1.074, -3.257, 0.087)
C (0.068, -2.701, 1.124)
N (0.001, -2.817, 2.473)
C (1.059, -2.304, 3.325)
C (2.380, -2.573, 2.656)
N (2.379, -1.911, 1.372)
C (3.539, -1.096, 1.039)
C (3.578, 0.152, 1.887)
C (2.554, 1.093, 1.756)
C (2.539, 2.222, 2.557)
C (3.544, 2.424, 3.497)
C (4.568, 1.499, 3.627)
C (4.581, 0.364, 2.824)
C (1.263, -1.914, 0.581)
S (1.139, -1.118, -0.824)
C (-1.053, -3.579, 3.126)
C (-0.548, -4.918, 3.604)
C (-0.192, -5.894, 2.673)
C (0.331, -7.104, 3.095)
C (0.505, -7.360, 4.450)
C (0.144, -6.401, 5.382)
C (-0.379, -5.185, 4.957)
H (1.002, -2.803, 4.293)
H (0.936, -1.226, 3.477)
H (2.518, -3.656, 2.537)
H (3.204, -2.181, 3.252)
H (3.451, -0.829, -0.013)
H (4.445, -1.694, 1.176)
H (1.770, 0.947, 1.020)
H (1.738, 2.943, 2.436)
H (3.526, 3.306, 4.126)
H (5.356, 1.656, 4.354)
H (5.383, -0.361, 2.922)
H (-1.857, -3.698, 2.402)
H (-1.429, -2.995, 3.971)
H (-0.339, -5.689, 1.619)
H (0.600, -7.855, 2.363)
H (0.919, -8.306, 4.776)
H (0.268, -6.595, 6.440)
H (-0.667, -4.436, 5.686)
O (-0.895, 0.548, -6.152)
C (-1.130, 1.596, -5.567)
N (-0.601, 1.996, -4.386)
S (-1.199, 3.405, -3.900)
O (-0.199, 4.433, -3.748)
O (-2.106, 3.226, -2.779)
C (-2.192, 3.730, -5.336)
C (-3.006, 4.803, -5.641)
C (-3.740, 4.727, -6.818)
C (-3.657, 3.605, -7.641)
C (-2.828, 2.540, -7.313)
C (-2.088, 2.624, -6.146)
H (-3.071, 5.661, -4.985)
H (-4.397, 5.543, -7.094)
H (-4.258, 3.562, -8.541)
H (-2.756, 1.655, -7.931)
F (-6.035, -0.976, -3.237)
B (-5.880, -2.202, -2.559)
F (-4.596, -2.253, -1.978)
F (-6.860, -2.311, -1.552)
F (-6.031, -3.267, -3.469)

Löwdin population analysis, charges in e, atoms 1 to 5: 1.03, 0.90, -0.48, -0.28, -0.23